Record 1
Density functional theory data (ωB97M-V/def2-TZVPD) for C11H23InNO3 as an isolated structure.

Atoms and positions in Å:
In  2.897099  -0.629816  1.638031
O  2.553354  -2.753584  1.394733
C  1.852780  -3.003036  0.398147
C  2.503801  -2.611974  -1.103571
O  2.852664  -1.428948  -1.099793
H  0.847487  -2.547169  0.396990
H  1.719142  -4.102631  0.315002
H  1.807158  -2.862241  -1.923214
H  3.376486  -3.284579  -1.255303
C  -2.365812  0.878944  1.178268
C  -1.214029  -0.102387  0.889238
C  -1.489241  -0.812550  -0.436480
C  -1.541147  0.056494  -1.673557
C  -0.151282  0.711337  -1.776324
C  0.203091  1.483989  -0.521360
N  0.049253  0.637687  0.686803
O  0.486946  1.279126  1.872543
C  1.702111  1.885894  -0.606279
C  -0.578294  2.817888  -0.426707
C  -1.171025  -1.059588  2.056420
H  -3.268702  0.344709  1.495095
H  -2.644499  1.507215  0.341489
H  -2.232338  1.532260  2.048953
H  -0.727126  -1.585660  -0.584909
H  -2.399422  -1.409895  -0.305047
H  -2.359264  0.768300  -1.602518
H  -1.653745  -0.568328  -2.558761
H  -0.145116  1.376351  -2.648432
H  0.579749  -0.041020  -2.080200
H  2.279071  1.124071  -1.145005
H  1.855567  2.824348  -1.123137
H  2.176973  1.827668  0.375299
H  -1.559557  2.758708  -0.895431
H  -0.697335  3.162274  0.601831
H  -0.074530  3.627530  -0.950579
H  -0.320466  -1.753738  1.997549
H  -2.101536  -1.610758  2.164785
H  -1.014948  -0.538340  3.003519
H  -0.033318  2.101449  1.861912

Cartesian forces, eV/Å:
In 0.044 1.295 -0.356
O 1.111 0.001 1.437
C -3.338 -2.620 2.441
C 2.141 -0.937 -5.341
O -0.096 2.253 1.315
H 0.308 0.734 -0.692
H 0.666 0.146 -1.186
H -1.132 -0.169 0.883
H -0.092 -0.501 1.378
C -0.948 0.026 0.627
C -0.901 1.588 -0.445
C -0.553 -1.296 0.359
C 1.089 -0.203 0.254
C -1.192 0.197 -0.850
C 1.325 1.286 0.254
N 1.135 -1.914 -0.117
O -0.676 0.348 -0.602
C 0.419 -1.466 0.020
C -0.404 -0.032 -0.328
C 1.028 -0.141 0.565
H 0.082 -0.243 -0.379
H 0.031 -0.035 -0.066
H 0.594 -0.020 -0.155
H 0.243 0.099 -0.019
H -0.123 0.278 -0.027
H 0.018 0.103 -0.248
H -0.408 0.037 0.016
H 0.028 0.341 0.318
H 0.143 -0.161 0.650
H -0.303 0.027 -0.301
H 0.092 0.185 0.239
H -0.210 0.902 0.080
H -0.108 -0.069 0.246
H -0.151 0.069 -0.036
H 0.201 -0.129 -0.012
H -0.242 -0.127 -0.189
H 0.013 -0.122 -0.259
H -0.101 0.196 -0.125
H 0.269 0.072 0.653

Calculated values
HOMO-LUMO gap	4.59	eV
strongest force on any atom	0.11338	Eh/bohr
energy above the lowest of the compared OMol25 structures with the same formula, charge and spin	0.00	kcal per mole
charge	+1

=====

Record 2
Density functional theory data (ωB97M-V/def2-TZVPD) for C11H23N3O3 in the gas phase.

Atoms and positions in Å:
C  -0.561262  0.666061  2.844327
C  -0.463298  1.869587  1.835482
C  -1.868170  -0.136524  2.439048
C  -2.882919  0.639393  3.109833
C  -1.834294  -1.609529  2.757075
C  0.408281  0.332094  0.079586
C  1.692446  -0.180800  0.817794
C  0.509439  0.435518  -1.507821
C  1.172111  -0.622932  -2.462563
C  1.031680  -0.501128  -4.050879
C  1.606708  -1.757675  -4.730321
H  -0.302899  1.593200  5.053102
H  -1.392714  2.416668  3.827271
H  0.414486  -0.009595  3.138775
H  -1.862707  0.154389  1.224919
H  -2.631227  1.917105  3.349454
H  -3.051001  0.011799  4.229003
H  -3.834922  0.497833  2.262885
H  -1.169201  -2.295531  1.920124
H  -1.269238  -1.452450  3.831926
H  -2.969331  -2.067371  2.814571
H  -0.042236  2.590212  0.060320
H  -0.549395  -0.413442  0.292289
H  1.044349  1.519486  -1.668452
H  -0.598225  0.665755  -1.703482
H  2.236199  -0.850805  -2.070243
H  0.798136  -1.780376  -2.341876
H  -0.026330  -0.133534  -4.105701
H  1.686084  0.224357  -4.602275
H  2.630244  -1.850387  -4.301212
H  0.849498  -2.580368  -4.592709
H  2.015399  -2.283005  -6.505344
H  2.626321  -0.929632  -6.085711
H  2.014578  1.723701  1.421250
N  -1.063943  1.288047  4.261392
N  -0.125033  1.691808  0.513648
N  1.769144  -1.365589  -6.093857
O  -0.567123  3.069289  2.327575
O  2.152020  -1.275308  0.899920
O  2.408344  0.789678  1.510876

Cartesian forces, eV/Å:
C 0.492 -0.142 3.288
C 1.500 3.405 2.429
C 3.355 1.801 -4.502
C -5.974 0.955 0.979
C 0.497 -1.500 0.280
C -2.336 -1.098 -0.938
C 0.759 1.954 1.118
C -0.289 2.654 -0.302
C 0.996 -3.188 0.933
C 0.719 1.502 2.116
C -1.973 0.980 1.925
H -1.414 -1.237 -3.019
H 2.172 -3.938 2.142
H -2.250 1.915 -1.359
H -0.829 -1.303 2.872
H -2.050 -4.677 -1.521
H -0.259 2.364 -3.389
H 1.827 0.577 3.040
H -1.754 2.030 2.692
H -1.562 -1.686 -2.295
H 3.072 1.103 0.117
H 0.371 -0.284 -0.707
H 3.001 1.484 -0.327
H -0.997 -2.600 0.041
H 1.577 -0.514 -0.471
H -1.261 0.941 -0.908
H 0.031 2.855 0.346
H 0.700 -1.012 -1.066
H -0.734 0.468 1.347
H -0.940 -0.937 0.480
H 1.376 0.272 -0.209
H -0.303 0.781 -0.697
H 2.314 1.729 -0.535
H 0.661 -2.075 0.078
N 3.252 4.441 -0.141
N 0.336 -1.868 2.119
N -1.495 -3.315 -1.676
O -0.135 -4.036 -2.505
O -1.060 -0.514 -0.890
O -1.394 1.713 -0.885

Calculated values
HOMO-LUMO gap	9.52	eV
strongest force on any atom	0.11918	Eh/bohr
energy above the lowest of the compared OMol25 structures with the same formula, charge and spin	221.25	kcal per mole

=====

Record 3
Density functional theory data (ωB97M-V/def2-TZVPD) for a 3-piece molecular cluster, C11H23N3O3S overall.

Atoms and positions in Å:
C  3.491915  0.260901  -0.813142
C  2.405403  0.519872  -1.850317
C  1.237540  -0.451905  -1.840571
O  1.003295  -1.353443  -2.631993
N  0.388232  -0.062236  -0.776683
C  0.659592  1.345074  -0.469465
C  1.583635  1.794466  -1.641677
S  2.406033  3.358919  -1.378382
H  3.475693  0.979800  -0.005013
H  3.414549  -0.719733  -0.361037
H  4.463890  0.324118  -1.282792
H  2.866587  0.455430  -2.830494
H  0.409193  -0.650509  0.038948
H  1.213416  1.336398  0.467160
H  -0.189407  2.015320  -0.518117
H  0.980177  1.837181  -2.543595
H  3.386203  3.003470  -0.539067
C  1.787552  -0.770991  2.952940
O  1.692385  -0.029353  1.985821
N  0.999307  -0.708646  4.030474
C  1.153746  -1.613463  5.154418
C  -0.046678  0.303701  4.070289
H  2.548761  -1.565446  3.010773
H  0.237480  -2.187007  5.301857
H  1.368141  -1.048542  6.062787
H  1.973593  -2.302878  4.967569
H  -0.732319  0.166868  3.234012
H  0.392698  1.297733  3.990061
H  -0.594160  0.222678  5.004736
C  -3.642773  0.871132  -1.929216
O  -4.598999  1.621914  -1.886087
N  -3.648817  -0.345741  -2.498873
C  -2.468220  -1.191887  -2.511788
C  -4.876180  -0.817005  -3.115045
H  -2.664700  1.134406  -1.489994
H  -2.176979  -1.409915  -3.540728
H  -2.679941  -2.129320  -1.992430
H  -1.643851  -0.690328  -2.010784
H  -5.182039  -0.137700  -3.911416
H  -5.677988  -0.853423  -2.376592
H  -4.715983  -1.809912  -3.526540

Cartesian forces, eV/Å:
C -0.066 -0.182 0.143
C 0.218 0.075 -1.171
C -0.152 -1.237 -0.117
O 0.486 0.950 1.277
N -0.530 0.437 -0.735
C 1.200 -0.017 -0.534
C 0.188 -1.236 0.873
S -0.036 0.599 -0.422
H -0.112 0.090 0.268
H -0.070 -0.243 0.099
H 0.225 0.032 -0.116
H -0.094 0.258 -0.249
H -0.174 -0.332 0.034
H -0.293 0.794 0.047
H -0.497 -0.233 0.570
H -0.164 0.765 -0.141
H -0.142 -0.285 0.044
C 0.132 -0.007 -0.122
O -0.016 -0.221 0.148
N -0.089 -0.052 0.205
C -0.128 0.164 -0.052
C 0.111 -0.016 -0.131
H 0.004 0.007 -0.001
H 0.028 -0.042 0.052
H 0.012 -0.059 0.041
H 0.020 0.003 -0.034
H -0.033 0.038 0.016
H -0.044 0.024 0.000
H 0.013 -0.039 0.032
C 0.047 0.107 0.071
O -0.071 0.018 -0.010
N 0.112 -0.145 -0.023
C -0.270 0.045 -0.099
C 0.020 0.165 0.083
H 0.017 -0.026 -0.008
H 0.089 -0.071 0.044
H 0.107 -0.040 -0.031
H 0.004 -0.024 -0.002
H -0.053 -0.030 -0.010
H -0.042 -0.014 -0.042
H 0.046 -0.019 0.004

Calculated values
HOMO-LUMO gap	9.31	eV
strongest force on any atom	0.03236	Eh/bohr
energy above the lowest of the compared OMol25 structures with the same formula, charge and spin	34.88	kcal per mole